No. 1
C5H14P4 as an isolated structure in a non-equilibrium geometry, computed with ωB97M-V with the def2-TZVPD basis set.

```
23
Properties=species:S:1:pos:R:3:forces:R:3
C 0.4784 0.5817 1.3046 -1.0 0.5 -1.9
C -0.9185 0.3112 0.7201 -2.0 -1.0 0.6
C 1.3502 -0.3857 0.4643 -2.6 1.8 -1.9
C -0.5348 -0.4821 -0.5553 1.1 -1.0 2.3
C -1.6950 1.6188 0.3866 0.5 -0.6 1.9
P 2.2088 0.2336 -1.0130 1.9 -1.6 -0.2
P 1.4175 -2.1272 0.7659 0.8 -1.1 1.3
P -1.0733 -2.2349 -0.3796 -0.5 0.3 0.3
P -0.1999 0.4023 -2.0667 0.8 -0.3 -1.1
H 0.5590 1.6098 1.0014 1.1 0.6 -0.8
H 0.6427 0.7426 2.3270 0.1 -0.9 1.9
H -1.5908 -0.3660 1.3856 1.1 1.1 -0.9
H -1.0723 2.0765 -0.3808 -0.4 0.6 0.0
H -1.5509 2.1722 1.3798 -0.9 0.0 -1.6
H -2.7647 1.4687 0.0482 1.3 0.3 0.6
H 3.5613 0.0368 -0.6454 0.2 -0.2 0.3
H 2.3852 1.5908 -0.9918 -0.4 1.0 0.6
H 0.7908 -2.0200 2.0390 -0.1 -0.3 -0.3
H 2.6639 -2.3438 1.4059 0.4 0.4 0.0
H -0.3358 -2.6573 -1.4505 0.2 -0.7 -0.9
H -2.3494 -2.2756 -1.0088 0.1 0.5 -0.3
H -1.4349 0.5310 -2.6167 -1.7 0.2 -0.2
H 0.1067 -0.6789 -2.9752 0.0 0.5 0.6
```
Positions in Å, forces in eV/Å.

The energy above the lowest of the compared OMol25 structures with the same formula, charge and spin comes out at 88.8 kcal per mole. As for the charge: 0. For the HOMO energy, the calculation gives -7.9 eV. The calculation puts the orbital gap at 8.194 eV.

Here are the natural (NBO) charges for atoms 1 to 8, given in e:
1. C -0.48
2. C -0.27
3. C -0.55
4. C -0.57
5. C -0.62
6. P 0.34
7. P 0.36
8. P 0.32

No. 2
C3H6IN4 as an isolated structure in a non-equilibrium geometry, computed with ωB97M-V with the def2-TZVPD basis set.

```
14
Properties=species:S:1:pos:R:3:forces:R:3
C 0.0765 1.4387 0.9416 0.1 -6.0 -2.5
C 0.9437 -0.4372 -0.2370 2.0 -1.6 -1.4
C 0.4956 -1.5647 -1.0704 0.3 -0.5 -0.6
N 2.1408 0.0023 -0.0945 -2.4 0.5 0.9
N 1.4068 2.7616 -0.4876 -0.1 -0.2 -1.9
N -0.0556 0.1362 0.5292 -0.3 5.9 2.8
N 1.0615 2.3264 0.5829 1.2 1.7 1.8
I 3.4399 -0.1347 -1.5460 0.9 -0.3 -0.6
H -0.5541 1.7321 1.6856 -2.0 1.0 1.9
H 1.3836 -1.9687 -1.4855 1.2 -0.9 0.1
H 0.0849 -1.2987 -2.0420 -1.3 0.2 0.4
H 0.0251 -2.3650 -0.4711 -0.3 0.5 -0.6
H -0.9313 -0.2742 0.8783 0.6 -0.5 -0.5
H 1.4415 2.7471 1.4603 0.1 0.1 0.2
```
Positions in Å, forces in eV/Å.

The energy above the lowest of the compared OMol25 structures with the same formula, charge and spin comes out at 71.6 kcal per mole. As for the charge: +1. For the HOMO energy (spin up / spin down), the calculation gives -13.1 / -13.2 eV. The calculation puts the orbital gap (spin up / spin down) at 6.403 / 6.480 eV.

Here are the natural (NBO) charges for atoms 1 to 8, given in e:
1. C 0.46
2. C 0.37
3. C -0.73
4. N -0.60
5. N -0.08
6. N -0.43
7. N -0.33
8. I 0.51

No. 3
C14H20Cl2F6HfO3 as an isolated structure in a non-equilibrium geometry, computed with ωB97M-V with the def2-TZVPD basis set.

```
46
Properties=species:S:1:pos:R:3:forces:R:3
C 0.3155 -1.1436 -2.0381 -0.2 1.4 -0.1
C 1.1677 0.0113 -2.1505 -1.3 -0.3 0.1
C 0.3380 1.1708 -2.2058 -0.6 -1.4 0.3
C 2.6235 0.0087 -2.4177 0.6 0.1 0.2
C -1.0247 0.7407 -2.2076 0.9 -1.1 0.4
C -1.0427 -0.6875 -2.0808 0.9 1.2 0.1
C -2.2599 -1.5233 -1.9718 -0.4 -0.3 0.0
C 0.7460 -2.5606 -2.0173 0.2 -0.4 0.0
C 0.8040 2.5571 -2.4174 0.3 0.4 0.0
C -2.2120 1.6214 -2.2716 -0.3 0.3 -0.1
Hf -0.0226 -0.0642 0.3680 0.3 0.3 -3.3
Cl 4.6931 1.6570 0.5021 0.2 0.3 0.0
Cl 2.2457 -0.9287 0.5540 0.8 -0.7 0.4
O -1.6403 1.1478 0.3492 -0.9 0.4 1.0
H 3.0861 -0.9395 -2.1423 -0.1 0.0 0.0
H 3.1630 0.7757 -1.8497 -0.1 -0.1 0.0
H 2.7982 0.1763 -3.4877 0.1 0.0 -0.1
H 1.7638 2.7384 -1.9280 0.0 0.0 -0.1
H 0.0926 3.2864 -2.0258 0.0 0.0 0.0
H 0.9247 2.7510 -3.4896 0.1 0.2 0.0
H -2.0469 2.5521 -1.7198 0.0 -0.1 -0.1
H -3.0840 1.1383 -1.8234 0.1 0.1 -0.1
H -2.4538 1.8745 -3.3108 -0.1 0.1 -0.1
H -3.0438 -0.9936 -1.4190 0.0 -0.1 -0.1
H -2.0551 -2.4458 -1.4212 0.0 0.1 -0.1
H -2.6557 -1.7845 -2.9612 -0.1 -0.1 0.0
H 1.7029 -2.6835 -1.5037 -0.1 0.1 -0.1
H 0.8476 -2.9439 -3.0390 0.0 -0.2 0.0
H 0.0229 -3.1838 -1.4850 0.0 0.0 0.0
H -2.0380 1.4725 1.1702 0.4 -0.1 -0.3
O -0.8527 -1.7742 0.8012 -1.3 -1.1 1.2
H -1.5147 -2.1146 1.4403 0.9 0.6 -0.8
C 2.1703 1.2698 3.6928 0.1 0.0 -0.1
C 0.6974 1.0406 3.3328 -0.5 -0.2 -0.8
O 0.5402 0.9408 1.9780 -0.3 0.8 1.6
C 0.1616 -0.3302 3.8985 0.4 -0.2 -0.8
F 0.1901 -0.4268 5.2445 -0.2 -0.1 -0.2
F -1.1210 -0.5764 3.4821 0.7 0.2 0.7
F 0.9182 -1.3454 3.3921 -0.7 0.9 0.8
C -0.1914 2.2550 3.8342 0.5 -0.3 -0.7
F -0.1953 2.3428 5.1934 -0.2 0.2 -0.6
F 0.3030 3.4222 3.3330 -0.4 -0.8 0.6
F -1.4848 2.1889 3.4110 0.7 0.0 0.6
H 2.7795 0.5418 3.1314 -0.3 0.2 0.2
H 2.3453 1.1859 4.7749 0.0 0.1 -0.2
H 2.4640 2.2656 3.3196 -0.1 -0.5 0.2
```
Positions in Å, forces in eV/Å.

As for the charge: -2. For the HOMO energy, the calculation gives -1.2 eV. The calculation puts the orbital gap at 6.054 eV.

Here are the natural (NBO) charges for atoms 1 to 8, given in e:
1. C -0.12
2. C -0.09
3. C -0.15
4. C -0.65
5. C -0.08
6. C -0.17
7. C -0.62
8. C -0.65